17
Properties=species:S:1:pos:R:3:forces:R:3 method="wB97M-V/def2-TZVPD" relative_energy_kj_mol=392.7 spin_multiplicity=1 homo_lumo_gap_ev=9.721 homo_energy_ha=-0.32145
C 1.31209 1.89197 0.23141 0.31 0.12 0.14
O 0.26190 1.34791 -0.51867 -0.02 0.03 -0.10
C 0.02513 -1.58002 -1.03435 -0.15 -0.07 -0.03
C 0.38971 -1.85938 0.39914 0.34 0.14 0.22
O -0.81374 -2.68870 0.49990 -0.08 -0.03 0.04
C -1.05124 -2.33621 -0.81819 -0.08 0.04 -0.25
C -1.00309 1.53273 0.07696 -0.27 0.05 0.08
H 1.33258 1.49527 1.25827 0.00 0.04 -0.12
H 2.24304 1.61430 -0.26745 -0.07 0.07 0.06
H 1.24523 2.99015 0.28267 0.04 -0.17 0.02
H 0.42706 -0.97552 -1.83032 -0.08 -0.10 0.13
H 0.31747 -1.02041 1.09929 0.02 -0.10 -0.15
H 1.29308 -2.44418 0.59929 -0.18 0.02 -0.06
H -1.94747 -2.66653 -1.33389 0.18 0.00 0.09
H -1.68157 1.98308 -0.65533 0.05 -0.08 0.11
H -1.41592 0.56581 0.39347 0.04 0.13 -0.03
H -0.94146 2.19676 0.94999 -0.05 -0.11 -0.15